A 2-piece molecular cluster, C23H30N3O overall in a non-equilibrium geometry, computed with ωB97M-V/def2-TZVPD.

Structure (ORCA input):
```
! RIJCOSX wB97M-V def2-TZVPD def2/J DEFGRID3
* xyz 1 1
C 3.41557 0.36228 5.57911
N 3.62018 0.64137 4.17048
C 4.99921 0.88565 3.78919
C 2.56812 0.65726 3.25158
C 1.91399 1.87480 2.94312
C 0.90767 1.89717 1.99985
C 0.49381 0.71689 1.32619
C -0.48652 0.76804 0.27861
C -0.57892 1.83627 -0.61221
C -1.61783 2.03715 -1.61893
C -2.79123 1.36272 -1.92072
C -3.54813 1.80057 -3.02297
C -3.13230 2.89034 -3.80865
C -1.95693 3.59206 -3.49838
C -1.23260 3.14590 -2.40344
N -0.02741 3.64454 -1.89151
C 0.71905 4.76020 -2.45038
C 0.35512 2.89583 -0.82065
C 1.10659 -0.51080 1.70002
C 2.13509 -0.53722 2.62037
H 2.34942 0.20417 5.78389
H 3.97743 -0.53598 5.87762
H 3.77612 1.20478 6.18917
H 5.06685 1.09387 2.71389
H 5.40272 1.74398 4.34811
H 5.62007 0.00700 4.02483
H 2.22170 2.79032 3.45309
H 0.42989 2.84121 1.74179
H -1.16127 -0.07651 0.13015
H -3.10238 0.52557 -1.29496
H -4.47531 1.28152 -3.26758
H -3.72755 3.20009 -4.66568
H -1.61588 4.44731 -4.07556
H 0.18152 5.14662 -3.31973
H 0.83315 5.57119 -1.71856
H 1.72217 4.44325 -2.76793
H 1.27920 3.08620 -0.28536
H 0.78255 -1.42978 1.20625
H 2.63571 -1.47345 2.87546
O 0.88982 -3.96799 -0.14065
C -0.15802 -4.79225 -0.61843
C -1.40630 -3.92366 -0.57805
C -2.66636 -4.60943 -1.13351
C -3.39404 -3.51431 -1.93067
C -2.29349 -2.48877 -2.29843
N -1.24838 -2.73264 -1.35254
H 1.67312 -4.52453 -0.00491
H 0.03313 -5.08683 -1.66508
H -0.32544 -5.67418 0.02258
H -1.58918 -3.61560 0.46832
H -2.34426 -5.41373 -1.80947
H -3.26338 -5.04199 -0.32494
H -3.89020 -3.92163 -2.81549
H -4.13892 -3.03439 -1.28621
H -1.95021 -2.65896 -3.33758
H -2.65716 -1.44877 -2.25834
H -0.32939 -2.34269 -1.49616
*
```

Output
orbital gap	5.497	eV
lowest unoccupied orbital energy	-4.820	eV
HOMO	-10.317	eV
energy relative to the best compared isomer or geometry (same formula, charge and spin)	47.5	kcal per mole
F_max	2.306	eV/Å

=====

C38H44N6SnTe as an isolated structure, computed with ωB97M-V/def2-TZVPD.

Structure (ORCA input):
```
! RIJCOSX wB97M-V def2-TZVPD def2/J DEFGRID3
* xyz 0 1
Sn 0.47765 -0.21233 -0.20007
C 2.76194 0.32167 2.31407
N 1.30774 0.20503 2.35854
C 0.60774 1.23136 3.11743
C -0.64579 1.62298 2.40420
N -1.13430 0.93772 1.40751
C -2.34740 1.55084 1.08869
C -3.31064 1.19682 0.14835
C -4.45035 1.97059 0.08325
C -4.62799 3.08290 0.92006
C -3.68113 3.44448 1.85893
C -2.54721 2.64408 1.92927
N -1.43612 2.66322 2.76442
C 3.14906 1.02387 1.02397
N 2.58413 0.36810 -0.08673
C 3.54478 0.34362 -1.09162
C 3.45841 -0.07532 -2.40595
C 4.61268 -0.02563 -3.19357
C 5.81495 0.42842 -2.67924
C 5.90689 0.83798 -1.34313
C 4.77045 0.78329 -0.57642
N 4.57970 1.05831 0.79959
H 3.19289 -0.67494 2.25022
H 3.17570 0.82778 3.19242
H 1.04173 -0.72052 2.66971
H 1.25114 2.10202 3.25834
H 0.33012 0.86671 4.11491
H -3.16645 0.34897 -0.50779
H -5.21237 1.73192 -0.64574
H -5.52968 3.67363 0.82551
H -3.82456 4.29823 2.50739
H -1.21467 3.35761 3.45611
H 2.51532 -0.40119 -2.82817
H 4.55744 -0.33905 -4.22787
H 6.69241 0.46618 -3.31053
H 6.84780 1.17774 -0.92852
H 5.04507 1.87659 1.16225
C 3.56975 -3.50402 1.97130
C 2.10995 -3.45985 1.57593
C 1.09443 -3.24288 2.51920
C 1.40614 -2.97844 3.97925
C -0.25195 -3.31050 2.12512
C -1.34918 -3.08810 3.13829
C -0.58185 -3.59218 0.79807
C -2.02606 -3.72896 0.38678
C 0.42877 -3.69051 -0.16167
C 0.07839 -3.76540 -1.62763
C 1.76980 -3.64992 0.22831
C 2.84175 -3.74494 -0.82966
H 4.11373 -2.60673 1.66504
H 4.07219 -4.34341 1.49336
H 3.71149 -3.63502 3.03953
H 1.08633 -3.80813 4.61448
H 0.87837 -2.09981 4.35988
H 2.46248 -2.81183 4.16334
H -1.05639 -2.37756 3.90913
H -1.61957 -4.01577 3.65186
H -2.25134 -2.69635 2.67412
H -2.47517 -2.75550 0.15840
H -2.62422 -4.18614 1.17290
H -2.13047 -4.35142 -0.49878
H -0.00863 -4.79660 -1.98306
H 0.83436 -3.27472 -2.23807
H -0.86688 -3.26595 -1.83321
H 3.00293 -2.77366 -1.31035
H 2.57308 -4.45333 -1.61230
H 3.80198 -4.05423 -0.42909
N 2.62231 2.43659 1.17342
C 2.06339 3.45500 1.04538
C -5.72024 3.13255 -3.68168
C -4.31513 2.84753 -3.22497
C -3.60208 3.76937 -2.47633
C -2.29427 3.53203 -2.05911
C -1.60263 4.57273 -1.22196
C -1.67557 2.32869 -2.42247
Te 0.35755 2.03866 -1.91762
C -2.38434 1.37479 -3.16782
C -1.77951 0.05169 -3.54831
C -3.69140 1.65057 -3.55270
H -6.18535 3.90794 -3.07251
H -6.34356 2.23837 -3.62919
H -5.73348 3.47706 -4.71810
H -4.07983 4.70030 -2.18737
H -2.30900 5.34311 -0.91191
H -0.79043 5.05158 -1.77336
H -1.14455 4.13319 -0.33374
H -1.47646 -0.51710 -2.66400
H -0.87607 0.18495 -4.14625
H -2.49253 -0.54870 -4.11405
H -4.23813 0.90728 -4.12564
*
```

Output
orbital gap	7.012	eV
lowest unoccupied orbital energy	0.339	eV
HOMO	-6.674	eV
energy relative to the best compared isomer or geometry (same formula, charge and spin)	33.1	kcal per mole
F_max	0.374	eV/Å

=====

C4H26NO10 as an isolated structure in a non-equilibrium geometry, computed with ωB97M-V/def2-TZVPD.

Structure (ORCA input):
```
! RIJCOSX wB97M-V def2-TZVPD def2/J DEFGRID3
* xyz 1 1
O -1.38843 -0.68560 -2.06232
C -1.90387 -1.03521 -0.92597
C -1.28137 -2.42883 -0.49899
N -0.19256 -2.17484 0.50862
C -0.61698 -2.41938 1.93949
C 0.06271 -1.65671 3.02479
O -2.98403 -0.73994 -0.47393
H -1.83887 0.34308 -2.38188
H -0.76864 -2.87721 -1.34383
H -2.08292 -3.06174 -0.13792
H 0.15392 -1.21957 0.40227
H 0.60436 -2.80925 0.41239
H -1.68828 -2.18944 1.89323
H -0.66695 -3.48282 2.17455
H 0.46786 -2.26188 3.83128
H 0.94538 -1.11933 2.65698
H -0.44962 -0.86289 3.56463
H -1.63189 2.02135 -3.02064
H -2.14540 1.85007 -1.59937
O -2.25759 1.50129 -2.50450
H -0.24794 -0.44034 -3.32393
H 0.54839 -1.41934 -4.04307
O 0.34280 -0.47700 -4.10595
H -2.47497 2.53810 0.73355
H -2.44685 1.07929 0.86766
O -1.99582 1.77090 0.39537
H -0.26286 2.78574 -0.51231
H 1.10857 2.27564 -0.97165
O 0.17296 2.15877 -1.09556
H 1.49336 4.55973 0.44958
H 0.04130 4.63624 1.07758
O 0.56888 4.34486 0.33189
H 3.25774 2.37795 0.43177
H 3.74388 1.58920 1.59317
O 3.27956 1.47299 0.76432
H 2.26610 0.55978 2.96102
H 3.60752 1.17075 3.45421
O 3.10141 0.39494 3.40190
H 3.64789 -2.28923 1.55403
H 3.41511 -2.29876 0.04236
O 2.95914 -2.27550 0.88931
*
```

Output
orbital gap	10.444	eV
lowest unoccupied orbital energy	-2.809	eV
HOMO	-13.253	eV
energy relative to the best compared isomer or geometry (same formula, charge and spin)	80.1	kcal per mole
F_max	4.061	eV/Å

=====

C28H55O2ReSi4 as an isolated structure in a non-equilibrium geometry, computed with ωB97M-V/def2-TZVPD.

Structure (ORCA input):
```
! RIJCOSX wB97M-V def2-TZVPD def2/J DEFGRID3
* xyz 1 4
O -0.85106 -1.00389 -4.58265
C -1.02849 0.03382 -5.66651
C -0.60266 -0.82339 -6.80826
H -0.38975 0.91450 -5.51472
H -2.09167 0.32975 -5.81415
C -0.60853 -1.92502 -5.70527
H 0.42134 -0.65455 -7.15278
H -1.37794 -0.89152 -7.58617
C 0.77399 -2.57019 -5.65797
H 1.51313 -1.84247 -5.28343
H 1.02658 -2.89769 -6.69136
H 0.80323 -3.42253 -4.96652
C -1.75675 -2.89376 -5.82530
H -2.69212 -2.31826 -5.74896
H -1.75015 -3.58030 -4.96921
H -1.71212 -3.46729 -6.77322
Re -0.73354 -1.40467 -0.35037
C -2.51534 -1.95726 0.70683
C -2.55873 -0.53630 0.89073
C -2.51971 0.09180 -0.38730
H -2.64463 -0.03361 1.86234
C -2.63863 -0.92717 -1.40566
C -2.65447 -2.19508 -0.73721
H -2.77975 -3.13131 -1.26524
H -2.46157 -2.64730 1.53952
H -2.44575 1.16174 -0.53894
H -2.74174 -0.78477 -2.48319
C 0.42225 -2.74589 0.90282
C -0.38341 -3.49781 -0.00544
C -0.03506 -3.12145 -1.36032
H -1.09104 -4.27399 0.29535
C 1.07458 -2.19961 -1.28616
C 1.32779 -1.94191 0.10516
H 2.07665 -1.29272 0.51493
H 0.40867 -2.78657 1.98429
H -0.42152 -3.53576 -2.29281
H 1.59383 -1.76013 -2.14507
O 1.75752 1.47802 -3.77916
C 0.67256 0.97883 -2.94613
C -0.56025 1.93202 -3.11256
H 1.01022 0.90590 -1.88446
H 0.49356 -0.04380 -3.31212
C 0.06993 3.22012 -3.68006
H -1.11099 2.13221 -2.16520
H -1.24395 1.41966 -3.80898
C 1.51151 2.83907 -4.03283
H 0.07744 4.03830 -2.95085
H -0.47208 3.60482 -4.52734
H 2.17944 3.41345 -3.36882
H 1.84811 3.02913 -5.06885
C -2.56647 -0.46501 4.53660
Si -0.69202 -0.30002 4.66190
C -0.40710 1.03422 5.97543
C 0.03077 -1.92642 5.28585
Si 0.29538 0.24227 2.62225
Si -0.15659 2.50657 2.28982
C 0.88844 3.54443 3.48753
C 0.29687 2.90374 0.49398
C -1.92955 2.90353 2.81579
Si 2.56221 0.21328 3.18831
C 2.92688 1.02603 4.85805
C 3.13855 -1.56869 3.40035
C 3.44750 1.07459 1.76262
H -2.91302 -1.04061 5.40996
H -2.89295 -1.00646 3.64403
H -3.07063 0.50944 4.55217
H -1.00982 0.77051 6.85785
H 0.63357 1.10781 6.30309
H -0.72422 2.03272 5.65558
H -0.08601 -2.73003 4.54694
H 1.09484 -1.85864 5.54105
H -0.51048 -2.22713 6.19643
H 1.96705 3.43087 3.33658
H 0.64852 4.60950 3.35058
H 0.67240 3.29572 4.53266
H 0.03586 2.09303 -0.20152
H -0.20495 3.82338 0.15452
H 1.37953 3.07034 0.39163
H -2.67065 2.53743 2.09746
H -2.17280 2.47424 3.79665
H -2.05813 3.99388 2.90176
H 2.48986 0.45467 5.68631
H 4.01609 1.03406 5.01163
H 2.57518 2.05937 4.93953
H 2.78892 -2.22075 2.59384
H 4.23857 -1.57422 3.39873
H 2.80595 -1.99906 4.35198
H 3.12711 0.70505 0.77896
H 3.28852 2.16099 1.77512
H 4.52789 0.89019 1.85759
*
```

Output
orbital gap (spin up / spin down)	7.227 / 5.542	eV
lowest unoccupied orbital energy (spin up / spin down)	-2.102 / -5.234	eV
HOMO (spin up / spin down)	-9.329 / -10.776	eV
energy relative to the best compared isomer or geometry (same formula, charge and spin)	9.8	kcal per mole
F_max	2.569	eV/Å

=====

One molecule with the formula C23H24F3N3O8 in a non-equilibrium geometry, computed with ωB97M-V/def2-TZVPD.

Structure (ORCA input):
```
! RIJCOSX wB97M-V def2-TZVPD def2/J DEFGRID3
* xyz 0 1
C -0.02229 -4.15330 -2.54543
H 0.53162 -3.75650 -3.39345
O -1.12380 -3.29008 -2.36256
C -1.92139 -3.59007 -1.24773
H -2.90250 -3.15460 -1.46222
C -1.37024 -2.99318 0.05733
O -1.41853 -1.57566 0.05251
C -2.61623 -0.94523 0.18109
C -3.80287 -1.54406 0.58153
C -4.95755 -0.79520 0.73492
C -4.93405 0.56449 0.47840
C -3.76208 1.18780 0.06412
C -2.60656 0.44252 -0.09078
N -1.39740 0.99042 -0.52406
C -1.09380 2.29602 -0.71187
O -1.84011 3.23096 -0.54350
C 0.34541 2.52046 -1.20138
H 0.59685 3.57126 -1.04596
H 0.39473 2.27505 -2.26997
O 1.29828 1.74331 -0.48844
C 1.75686 0.62890 -1.08318
O 1.40574 0.25764 -2.17379
C 2.65524 -0.13132 -0.17370
C 2.34289 -1.46897 -0.03780
C 2.98568 -2.24739 0.91824
C 3.94622 -1.66735 1.74999
C 4.27886 -0.34656 1.60053
C 3.67336 0.46380 0.61506
N 4.04862 1.75232 0.42012
C 4.12413 2.36804 -0.88802
H 3.65415 1.74398 -1.64549
C 5.60589 2.54968 -1.26597
H 5.69144 3.09915 -2.20425
O 6.30878 3.29710 -0.30508
C 6.24743 2.68292 0.96077
H 6.79149 3.33482 1.64528
C 4.78547 2.52648 1.39657
H 4.70884 2.08064 2.38560
H 4.32938 3.52283 1.43017
H 6.73626 1.69683 0.92680
H 6.06777 1.55636 -1.38292
H 3.62872 3.34394 -0.85888
H 5.04883 0.06343 2.23337
H 4.43033 -2.28191 2.49362
N 2.63964 -3.61561 1.07598
O 3.25288 -4.27641 1.89035
O 1.72923 -4.05252 0.38711
H 1.57670 -1.89994 -0.66475
H -0.69920 0.28557 -0.72762
H -3.74710 2.24559 -0.14138
C -6.16461 1.40326 0.65912
F -6.38402 2.23183 -0.37459
F -7.28263 0.67396 0.80159
F -6.09093 2.18638 1.75392
H -5.87004 -1.27517 1.05088
H -3.84435 -2.60093 0.78709
H -0.31161 -3.24126 0.15874
H -1.90364 -3.40334 0.92064
H -2.02864 -4.67616 -1.12155
H 0.62831 -4.19265 -1.66779
H -0.36278 -5.17032 -2.77488
*
```

Output
SMILES	COCCOc1ccc(C(F)(F)F)cc1NC(=O)COC(=O)c1cc([N+](=O)[O-])ccc1N1CCOCC1
orbital gap	7.814	eV
lowest unoccupied orbital energy	-0.797	eV
HOMO	-8.611	eV
energy relative to the best compared isomer or geometry (same formula, charge and spin)	1.2	kcal per mole
F_max	1.483	eV/Å

=====

An isolated ion of composition C5H12NS and charge -1 in a non-equilibrium geometry, computed with ωB97M-V/def2-TZVPD.

Structure (ORCA input):
```
! RIJCOSX wB97M-V def2-TZVPD def2/J DEFGRID3
* xyz -1 1
C -1.47989 -0.85546 1.10720
C -1.18243 -2.19433 0.44508
S -2.65944 -3.25267 0.31355
C -0.28335 0.09954 1.08335
N -0.06527 0.60793 -0.28878
C 1.29109 1.15229 -0.40660
C 1.53192 1.88294 -1.72379
H -2.29687 -0.37212 0.56329
H -1.81125 -1.06238 2.12714
H -0.80488 -2.06223 -0.57383
H -0.41087 -2.65613 1.07715
H -0.45037 0.98557 1.68823
H 0.58335 -0.45319 1.48706
H -0.06925 -0.22035 -0.87959
H 2.04180 0.35572 -0.24944
H 1.46555 1.82751 0.43031
H 1.75754 2.92341 -1.57738
H 0.58303 1.91056 -2.26690
H 2.25959 1.38339 -2.35606
*
```

Output
SMILES	CCNCCC[S-]
orbital gap	5.693	eV
lowest unoccupied orbital energy	3.429	eV
HOMO	-2.265	eV
energy relative to the best compared isomer or geometry (same formula, charge and spin)	9.2	kcal per mole
F_max	1.044	eV/Å